# 1
Here is 4 unconnected molecules or ions with the total composition C34H60NO4PS2 at a distorted geometry from the OMol25 dataset. Energies are from ωB97M-V/def2-TZVPD.

Each line ends with the Löwdin charge.
Atoms and positions in Å:
O -4.908 -0.488 -4.022  -0.373
P -3.922 -0.213 -5.229  0.715
O -4.827 0.277 -6.678  -0.239
O -3.007 -1.644 -5.700  -0.250
C -2.646 1.172 -4.918  -0.236
C -2.013 1.212 -3.406  -0.147
C -1.877 2.730 -2.716  0.045
C -1.217 2.859 -1.221  -0.189
O -1.145 4.236 -0.643  -0.110
C -0.721 1.516 -0.422  -0.301
C -0.832 -0.035 -1.041  -0.098
C -1.512 -0.130 -2.548  0.051
N -0.329 -1.201 -0.223  -0.124
C -0.362 -2.514 -0.963  -0.235
C 0.881 -2.493 -2.083  -0.219
C 0.496 -3.390 -3.417  -0.515
S -0.457 -4.975 -2.978  0.622
C -0.928 -1.268 1.160  -0.113
C -1.701 -2.569 1.826  -0.007
C -2.297 -2.509 3.380  -0.061
C -2.151 -1.164 4.358  -0.076
C -1.398 0.131 3.693  -0.076
C -0.830 0.072 2.156  -0.371
S 0.007 1.587 1.344  0.792
H -4.731 -0.434 -7.388  0.081
H -3.650 -2.415 -5.705  0.087
H -3.049 2.258 -5.197  0.120
H -1.730 0.994 -5.663  0.118
H -2.239 3.683 -3.298  0.102
H -1.882 4.211 0.065  0.132
H -1.656 -1.165 -3.080  0.075
H -1.411 -2.697 -1.451  0.109
H -0.116 -3.463 -0.282  0.129
H 1.153 -1.413 -2.444  0.112
H 1.809 -2.967 -1.525  0.120
H 1.521 -3.770 -3.882  0.090
H -0.153 -2.786 -4.186  0.074
H -1.838 -4.641 -3.157  -0.093
H -1.858 -3.550 1.206  0.075
H -2.859 -3.430 3.886  0.085
H -2.617 -1.189 5.449  0.089
H -1.281 1.116 4.357  0.095
C 5.457 6.653 0.662  -0.113
C 4.193 5.875 0.987  -0.278
C 4.367 4.361 0.841  -0.222
C 4.705 3.877 -0.574  -0.225
C 3.695 4.268 -1.654  -0.267
C 2.313 3.675 -1.421  -0.115
H 5.768 6.509 -0.375  0.066
H 5.287 7.725 0.810  0.071
H 6.280 6.350 1.316  0.076
H 3.370 6.229 0.359  0.091
H 3.904 6.093 2.023  0.098
H 3.452 3.866 1.189  0.096
H 5.162 4.028 1.519  0.110
H 4.800 2.784 -0.552  0.110
H 5.693 4.256 -0.863  0.100
H 4.067 3.914 -2.623  0.105
H 3.619 5.357 -1.735  0.100
H 2.359 2.582 -1.389  0.077
H 1.638 3.962 -2.235  0.073
H 1.872 4.031 -0.486  0.054
C 0.316 6.210 1.826  -0.103
C 0.789 5.946 3.246  -0.263
C -0.196 5.103 4.060  -0.225
C -1.574 5.740 4.278  -0.228
C -1.557 7.108 4.964  -0.274
C -0.985 7.060 6.373  -0.117
H -0.617 6.779 1.808  0.070
H 1.068 6.790 1.280  0.066
H 0.159 5.270 1.287  0.050
H 0.990 6.897 3.750  0.101
H 1.748 5.415 3.201  0.096
H 0.258 4.871 5.031  0.102
H -0.337 4.139 3.557  0.087
H -2.183 5.050 4.873  0.108
H -2.088 5.837 3.314  0.098
H -2.586 7.482 5.018  0.105
H -0.998 7.833 4.364  0.099
H -1.563 6.379 7.005  0.075
H -1.023 8.057 6.828  0.071
H 0.059 6.735 6.376  0.066
C 0.672 -11.554 0.107  -0.117
C -0.603 -11.101 -0.586  -0.275
C -0.343 -10.170 -1.773  -0.228
C 0.339 -8.842 -1.422  -0.227
C -0.400 -7.982 -0.396  -0.272
C -1.774 -7.535 -0.872  -0.126
H 1.225 -10.712 0.531  0.065
H 0.431 -12.239 0.927  0.070
H 1.327 -12.083 -0.592  0.076
H -1.267 -10.621 0.141  0.098
H -1.137 -11.987 -0.950  0.105
H -1.295 -9.970 -2.279  0.101
H 0.281 -10.695 -2.505  0.109
H 0.467 -8.265 -2.346  0.100
H 1.352 -9.039 -1.051  0.102
H 0.204 -7.090 -0.189  0.099
H -0.495 -8.514 0.556  0.100
H -1.696 -6.955 -1.797  0.002
H -2.247 -6.900 -0.113  0.072
H -2.437 -8.385 -1.051  0.069

Output
**SMILES**: O=P(O)(O)Cc1cc(O)c2c(c1)N(CCCS)c1ccccc1S2.CCCCCC.CCCCCC.CCCCCC
**LUMO**: -0.26 eV
**Highest occupied orbital energy**: -7.83 eV
**Gap between HOMO and LUMO**: 0.27829 hartree

=====

# 2
Here is a molecular structure, C44H51BrN4OW at a distorted geometry from the OMol25 dataset. Energies are from ωB97M-V/def2-TZVPD.

Each line ends with the Löwdin charge.
Atoms and positions in Å:
W -1.024 0.472 -0.016  1.663
C -0.942 5.740 -0.604  -0.047
C 0.256 4.791 -0.503  -0.367
C 0.802 4.736 0.925  -0.042
C -0.070 3.400 -0.978  -0.221
C -1.262 2.667 -0.459  -0.180
C -2.036 2.116 -1.597  -0.103
C -1.325 1.491 -2.583  -0.259
C -1.848 1.258 -3.967  -0.024
C 0.142 1.379 -2.204  -0.244
C 0.639 2.776 -1.932  0.003
H -0.597 6.764 -0.490  0.089
H -1.674 5.546 0.177  0.079
H -1.432 5.651 -1.571  0.088
H 1.047 5.175 -1.156  0.142
H 0.077 4.295 1.607  0.080
H 1.033 5.739 1.273  0.092
H 1.715 4.143 0.959  0.067
H -1.868 3.271 0.226  0.118
H -3.089 2.365 -1.708  0.146
H -1.466 0.356 -4.445  0.077
H -1.560 2.107 -4.592  0.100
H -2.934 1.223 -3.966  0.095
H 0.275 -0.339 -3.458  0.160
H 1.496 3.208 -2.411  0.118
Br -7.677 -1.904 2.760  0.798
C -6.164 -1.246 1.816  -0.656
C -6.193 -1.175 0.421  -0.072
C -5.081 -0.728 -0.272  0.018
C -3.933 -0.344 0.416  -0.259
O -2.801 0.025 -0.182  -0.266
C -3.908 -0.386 1.840  -0.131
C -2.758 0.027 2.534  -0.009
N -1.651 0.586 1.983  -0.066
C -0.712 1.046 2.916  -0.198
C -0.965 1.310 4.264  0.020
C 0.071 1.650 5.124  -0.031
C 1.363 1.751 4.667  0.010
C 1.644 1.586 3.300  -0.138
C 2.927 1.781 2.753  0.042
C 3.084 1.657 1.388  -0.021
C 2.005 1.328 0.582  -0.082
N 0.755 1.073 1.056  -0.015
C 0.592 1.233 2.413  -0.155
C -5.048 -0.852 2.523  -0.050
H -7.081 -1.478 -0.109  0.117
H -5.098 -0.673 -1.350  0.125
H -2.776 -0.123 3.607  0.131
H -1.970 1.285 4.648  0.118
H -0.156 1.832 6.161  0.124
H 2.170 1.998 5.338  0.129
H 3.752 2.037 3.398  0.134
H 4.044 1.828 0.928  0.124
H 2.169 1.232 -0.485  0.115
H -5.037 -0.893 3.600  0.119
C 4.792 -1.785 -3.111  -0.009
C 3.509 -1.049 -2.974  -0.198
C 3.219 0.025 -3.852  0.015
C 2.042 0.682 -3.808  -0.173
C 1.705 1.738 -4.804  -0.002
C 0.972 0.250 -2.835  -0.114
C 1.404 -0.748 -1.742  -0.186
C 2.619 -1.406 -1.978  0.010
N 0.554 -0.954 -0.712  -0.009
C 0.732 -2.120 0.204  -0.397
C 0.663 -3.454 -0.564  -0.069
C 0.776 -4.632 0.408  -0.273
C -0.419 -4.624 1.357  -0.105
C -0.407 -3.319 2.145  -0.267
C 0.873 -3.222 2.975  -0.104
C 2.070 -3.241 2.029  -0.271
C 2.068 -4.536 1.217  -0.100
C 2.003 -2.041 1.079  -0.067
C -0.454 -2.108 1.192  -0.120
H 5.309 -1.512 -4.025  0.090
H 4.618 -2.860 -3.114  0.102
H 5.452 -1.573 -2.270  0.107
H 3.968 0.307 -4.579  0.133
H 2.399 1.701 -5.639  0.100
H 1.773 2.731 -4.369  0.085
H 0.694 1.624 -5.183  0.085
H 0.110 1.053 -1.116  -0.003
H 2.945 -2.207 -1.341  0.097
H 1.440 -3.526 -1.320  0.112
H -0.296 -3.515 -1.084  0.117
H 0.777 -5.561 -0.169  0.150
H -0.354 -5.468 2.042  0.130
H -1.351 -4.726 0.798  0.125
H -1.279 -3.281 2.805  0.146
H 0.926 -4.059 3.672  0.132
H 0.878 -2.301 3.565  0.121
H 2.994 -3.175 2.611  0.150
H 2.139 -5.394 1.887  0.131
H 2.937 -4.563 0.558  0.126
H 2.912 -2.027 0.485  0.109
H 1.987 -1.116 1.662  0.109
H -0.357 -1.234 1.851  0.085
H -1.413 -2.108 0.642  0.116
N -1.834 -1.425 -2.102  0.050
H -2.481 -0.973 -2.746  0.039
H -2.380 -2.145 -1.635  0.047
H -1.153 -1.920 -2.676  0.046

Output
**Charge**: +2
**LUMO (alpha / beta)**: -6.43 / -6.46 eV
**Highest occupied orbital energy (alpha / beta)**: -11.90 / -11.86 eV
**Gap between HOMO and LUMO (alpha / beta)**: 0.20104 / 0.19848 hartree

=====

# 3
Here is a molecular structure, C3HFNaO2 at a distorted geometry from the OMol25 dataset. Energies are from ωB97M-V/def2-TZVPD.

Each line ends with the Löwdin charge.
Atoms and positions in Å:
H -1.361 -0.301 -1.387  0.273
O 0.905 -0.598 -0.635  -0.013
O -0.392 0.250 0.833  0.084
C 0.002 0.059 -1.382  0.003
C -0.855 0.665 -0.432  -0.343
C 0.704 -0.427 0.704  -0.052
F -1.265 1.905 -0.474  0.195
Na 2.262 -1.553 2.773  0.853

Output
**ΔE to the lowest compared entry with this formula, charge and spin**: 446.14 kJ/mol
**Charge**: +1
**LUMO**: -4.79 eV
**Highest occupied orbital energy**: -13.94 eV
**Gap between HOMO and LUMO**: 0.33620 hartree

=====

# 4
Here is a single C9H8O4 molecule at a distorted geometry from the OMol25 dataset. Energies are from ωB97M-V/def2-TZVPD.

Each line ends with the Löwdin charge.
Atoms and positions in Å:
O 0.619 2.981 0.119  0.064
C 0.297 1.864 0.446  -0.224
C 0.844 0.579 -0.014  -0.123
C 1.984 0.615 -0.856  0.011
C 2.448 -0.583 -1.346  -0.102
C 1.877 -1.785 -1.041  -0.088
C 0.796 -1.907 -0.179  0.026
C 0.283 -0.667 0.352  -0.182
O -0.794 -0.833 1.196  0.057
C -1.921 -0.015 1.176  -0.421
O -2.501 0.090 2.370  0.090
C -2.522 0.408 0.069  -0.147
O -1.838 0.357 -1.103  0.005
H -0.577 1.773 1.084  0.113
H 2.361 1.667 -0.911  0.137
H 3.422 -0.629 -1.707  0.086
H 2.424 -2.643 -1.427  0.111
H 0.113 -2.829 -0.050  0.152
H -2.100 -0.613 2.962  0.160
H -3.492 0.884 0.272  0.142
H -1.725 1.285 -1.413  0.131

Output
**SMILES**: O=Cc1ccccc1O/C(O)=C\O
**ΔE to the lowest compared entry with this formula, charge and spin**: 249.50 kJ/mol
**LUMO**: -0.01 eV
**Highest occupied orbital energy**: -8.49 eV
**Gap between HOMO and LUMO**: 0.31156 hartree

=====

# 5
Here is a single C4H9NOS molecule at a distorted geometry from the OMol25 dataset. Energies are from ωB97M-V/def2-TZVPD.

Each line ends with the Löwdin charge.
Atoms and positions in Å:
C -1.728 -0.955 0.918  -0.125
N -0.590 -0.808 0.057  -0.111
C 0.094 0.458 0.066  -0.410
C -0.718 1.510 -0.655  -0.233
O -0.997 2.565 -0.157  0.072
C 1.562 0.401 -0.402  -0.456
S 2.015 -1.112 -1.355  0.709
H -1.807 -0.230 1.723  0.080
H -2.697 -0.959 0.419  0.075
H -1.655 -1.865 1.530  0.083
H -0.027 -1.630 -0.073  0.049
H 0.206 0.816 1.103  0.139
H -0.955 1.266 -1.711  0.137
H 1.819 1.259 -1.016  0.070
H 2.199 0.398 0.472  0.069
H 3.279 -1.114 -0.919  -0.148

Output
**SMILES**: CN[C@H](C=O)CS
**ΔE to the lowest compared entry with this formula, charge and spin**: 187.11 kJ/mol
**LUMO**: 0.71 eV
**Highest occupied orbital energy**: -8.84 eV
**Gap between HOMO and LUMO**: 0.35114 hartree

=====

# 6
Here is 2 unconnected molecules or ions with the total composition C2H8N2P at a distorted geometry from the OMol25 dataset. Energies are from ωB97M-V/def2-TZVPD.

Each line ends with the Löwdin charge.
Atoms and positions in Å:
C -0.678 0.394 -1.617  0.058
C 0.517 0.261 1.731  -0.227
N -0.048 -1.786 -0.090  -0.243
N -0.772 1.341 -0.696  0.090
P 1.004 -0.983 0.680  0.760
H 0.107 0.407 -2.437  0.138
H -1.442 -0.406 -1.651  0.107
H 1.203 0.774 2.302  -0.024
H -0.540 0.489 1.661  -0.004
H 0.050 -2.740 -0.390  0.014
H -0.047 2.132 -0.339  0.222
H -1.638 1.373 -0.171  0.126
H 2.284 -1.255 1.018  -0.018

Output
**ΔE to the lowest compared entry with this formula, charge and spin**: 307.91 kJ/mol
**Charge**: +1
**LUMO**: -5.09 eV
**Highest occupied orbital energy**: -12.79 eV
**Gap between HOMO and LUMO**: 0.28293 hartree

=====

# 7
Here is 2 unconnected molecules or ions with the total composition C4H4Br2ClN at a distorted geometry from the OMol25 dataset. Energies are from ωB97M-V/def2-TZVPD.

Each line ends with the Löwdin charge.
Atoms and positions in Å:
C 1.239 2.306 -1.305  0.089
C 0.254 0.095 -0.801  -0.191
C 1.152 -0.438 1.511  -0.613
C 0.359 -0.636 0.450  -0.745
N 0.876 1.207 -1.036  -0.032
Cl 1.971 1.069 1.694  0.658
Br -4.207 -0.964 0.180  0.197
Br -0.477 -2.359 0.355  0.744
H 0.742 3.200 -1.404  0.019
H -2.939 -1.757 -0.211  -0.289
H -0.045 -0.491 -1.677  0.113
H 1.076 -1.232 2.243  0.051

Output
**ΔE to the lowest compared entry with this formula, charge and spin**: 12.86 kJ/mol
**LUMO (alpha / beta)**: 0.44 / -1.83 eV
**2S+1**: 3
**Highest occupied orbital energy (alpha / beta)**: -6.04 / -9.63 eV
**Gap between HOMO and LUMO (alpha / beta)**: 0.23807 / 0.28675 hartree

=====

# 8
Here is a gas-phase ion, C10H11O3S (charge -1) at a distorted geometry from the OMol25 dataset. Energies are from ωB97M-V/def2-TZVPD.

Each line ends with the Löwdin charge.
Atoms and positions in Å:
C 0.908 -2.156 1.148  -0.011
C 1.625 -1.030 0.915  -0.178
C 1.114 0.026 0.012  -0.383
C 1.347 -0.587 -1.611  0.015
C -0.271 0.610 0.225  -0.197
C -0.588 1.569 -0.716  -0.047
C -1.857 2.174 -0.564  -0.064
C -2.791 1.699 0.406  -0.101
C -2.374 0.749 1.356  -0.138
C -1.183 0.132 1.210  -0.055
S 2.396 1.433 0.195  0.434
O 2.068 1.937 1.559  -0.378
O 3.676 0.711 0.159  -0.378
O 2.139 2.351 -0.857  -0.348
H 1.190 -2.907 1.836  0.026
H -0.133 -2.147 0.712  0.072
H 2.496 -0.832 1.479  0.084
H 1.658 -1.623 -1.446  0.056
H 2.266 -0.046 -1.959  0.066
H 0.517 -0.346 -2.202  0.031
H 0.145 1.875 -1.421  0.088
H -2.271 2.763 -1.384  0.088
H -3.747 2.215 0.621  0.091
H -3.078 0.340 2.037  0.080
H -0.890 -0.682 2.046  0.148

Output
**SMILES**: C=C[C@@](C)(c1ccccc1)S(=O)(=O)[O-]
**ΔE to the lowest compared entry with this formula, charge and spin**: 2.93 kJ/mol
**Charge**: -1
**LUMO**: 3.43 eV
**Highest occupied orbital energy**: -5.19 eV
**Gap between HOMO and LUMO**: 0.31650 hartree

=====

- What is the formula in the third record?
  C3HFNaO2